Molecular formula: C3H6FNO2S
Method: DFT, wB97M-V/def2-TZVPD

```
14
Properties=species:S:1:pos:R:3:forces:R:3
N 2.7191 -1.4358 0.3141 1.5 0.2 -3.1
H -2.1029 0.9585 -1.2564 -0.6 0.2 -0.3
H 2.6630 -2.0163 1.0909 -0.2 -0.7 1.6
H -0.8583 1.1193 1.5638 0.2 -0.3 -0.1
O 2.4439 1.0103 1.2112 -0.2 -1.2 -0.8
F -0.7164 -1.6164 -0.4630 -0.9 1.8 0.3
H 3.1960 -1.8302 -0.5595 -1.2 1.0 1.9
O 2.3380 0.3605 -1.2198 0.5 0.6 -1.0
C -1.4211 0.5311 0.8361 1.1 -0.7 2.0
C -0.7257 -0.3025 -0.1198 3.4 0.4 0.2
H -0.5669 1.7869 -0.7105 0.0 0.1 -0.2
S 2.0654 0.0669 0.1534 -1.9 0.0 1.0
H -2.1955 0.0222 1.3353 -1.8 0.0 0.0
C -1.2912 1.0009 -0.5638 0.1 -1.3 -1.5
```
Forces are in eV/Å.

molecular weight = 139.15 u
HOMO level (alpha / beta) = -8.780 / -8.382 eV

***

Molecular formula: C6H13N3
Method: DFT, wB97M-V/def2-TZVPD

```
22
Properties=species:S:1:pos:R:3:forces:R:3
H -0.4551 0.1694 2.9224 -0.2 0.2 0.3
C -0.4091 -1.2378 -0.5630 -0.5 -3.1 -0.5
N 1.4751 -0.7488 1.6985 -0.4 3.1 -2.8
C 0.1990 0.0792 -0.2183 -0.9 2.0 -1.4
H -1.4120 0.8280 1.6674 0.9 -0.3 -0.1
H 2.1834 -0.9419 0.8500 -2.1 0.5 2.3
H -1.1247 1.2389 -1.6470 -0.2 0.4 0.2
H 1.1026 0.5983 -2.3539 -0.2 -0.6 1.0
C 0.9670 0.8499 -1.2808 -0.7 -0.8 1.6
C 0.5669 0.1368 1.2218 0.3 -3.6 1.4
C -1.6715 -1.8396 0.1341 -1.7 0.3 -1.2
H 0.2622 -2.1734 -0.5386 0.1 2.0 0.0
H -0.3626 2.5142 -0.3259 -0.1 -2.9 -1.3
H 2.2925 2.0939 -1.5193 1.1 -1.3 2.4
N -0.4752 0.6725 2.0491 1.8 -0.7 -0.5
H 1.9511 2.1439 0.3299 0.7 -3.3 -4.1
H -0.6818 -1.1531 -1.6235 -0.1 -0.2 0.1
H -1.8452 -1.9150 1.1981 1.1 0.3 0.6
C -0.3594 1.4486 -0.9050 0.6 0.6 1.6
N 2.2008 1.3162 -0.7224 -0.1 6.4 0.4
H -1.8947 -2.9142 -0.2083 0.4 1.7 0.0
H -2.5092 -1.1661 -0.1654 0.1 -0.7 0.0
```
Forces are in eV/Å.

molecular weight = 127.19 u
HOMO level = -9.023 eV

***

DFT total energy readings, ordered: -22340.99250 -10898.80789 eV
Relative energy (zero: lowest compared OMol25 entry of this formula, charge and spin) readings, ordered: 295.0 444.2 kJ/mol